A molecular structure, C31H27CrN7O4S in a non-equilibrium geometry. Source: OMol25; level of theory: ωB97M-V/def2-TZVPD.

Calculated values
DFT total energy	-3324.47283	a.u.
energy relative to the best compared isomer or geometry (same formula, charge and spin)	162.6	kJ/mol
strongest force on any atom	2.318	eV/A
total charge	0
Kohn-Sham gap (spin up / spin down)	0.2173 / 0.2292	Ha
spin multiplicity	5
HOMO energy (spin up / spin down)	-7.07 / -7.44	eV

CARTESIAN COORDINATES (ANGSTROEM)
Cr: -0.9487 0.0928 0.1250
O: 0.6323 -0.8377 -0.5007
C: 1.1222 -0.7009 -1.7098
C: 2.5027 -1.0351 -1.8816
C: 3.1110 -0.9896 -3.1126
C: 2.3529 -0.5552 -4.2388
C: 1.0179 -0.1512 -4.1025
C: 0.4126 -0.2503 -2.8508
C: -0.9443 0.2424 -2.8107
N: -1.6016 0.3030 -1.7082
N: -2.9150 0.7581 -1.8462
C: -3.3762 1.1351 -0.6670
O: -2.7201 1.0802 0.4123
C: -4.7213 1.7723 -0.7162
C: -5.0415 2.4896 0.3819
C: -6.2434 3.1631 0.3607
C: -7.0400 3.1282 -0.7573
C: -6.7712 2.3010 -1.8633
C: -5.5235 1.6658 -1.8713
H: 2.9496 -1.3861 -0.9603
H: 4.1789 -1.2748 -3.2491
H: 2.9837 -0.4665 -5.1426
H: 0.4303 0.3455 -4.9251
H: -1.4281 0.4118 -3.7298
H: -4.4113 2.4833 1.2484
H: -6.5610 3.6726 1.2428
H: -7.8939 3.8328 -0.8362
H: -7.3843 2.3074 -2.7786
H: -5.1172 1.0951 -2.6606
O: 5.0967 4.8098 -1.6610
C: 3.8298 4.5399 -2.1569
O: 3.5691 4.7986 -3.2793
C: 2.9622 3.8791 -1.1589
C: 1.5670 4.0612 -1.2199
C: 0.7753 3.3319 -0.3231
C: 1.3415 2.3887 0.5193
C: 2.7061 2.1572 0.5355
C: 3.5111 2.9213 -0.2596
N: 0.4880 1.5604 1.2949
C: 0.8437 1.0915 2.4138
C: 0.0342 -0.0207 2.9941
C: 0.2607 -0.5021 4.2256
C: -0.4534 -1.5770 4.6862
C: -1.4211 -2.1650 3.8610
C: -1.6456 -1.6165 2.6237
N: -0.9304 -0.5641 2.2034
H: 5.1001 4.7883 -0.6826
H: 1.2086 4.7927 -1.9224
H: -0.2849 3.5410 -0.2970
H: 3.1228 1.3702 1.1293
H: 4.5438 2.7530 -0.3006
H: 1.6917 1.4740 2.9872
H: 1.0500 -0.1172 4.8262
H: -0.2150 -1.8828 5.7012
H: -1.8621 -3.1222 4.1757
H: -2.3827 -2.0731 1.9385
C: 3.3786 -4.0679 3.0909
C: 2.3612 -5.1254 2.6277
C: 1.3881 -4.6952 1.5435
N: 0.1372 -4.6132 1.6793
N: -0.4949 -4.3328 0.4341
C: 0.3322 -4.2337 -0.5373
N: -0.0491 -3.9875 -1.8305
S: 1.9840 -4.3207 -0.0466
H: 3.9194 -4.4842 3.9335
H: 2.9639 -3.1228 3.4436
H: 4.1023 -3.7521 2.3250
H: 1.8314 -5.4077 3.5215
H: 2.8590 -6.0627 2.3105
H: -0.9469 -3.5465 -1.8648
H: 0.6749 -3.4983 -2.3363

Force components x, y, z for each atom (eV/Å):
Cr -0.73 0.27 0.83
O -0.03 0.13 -0.20
C 1.05 -0.26 -0.07
C -0.97 -0.27 0.26
C -0.34 0.10 -0.59
C 0.99 0.25 -0.17
C 1.38 0.05 -0.76
C -0.42 0.54 0.05
C 0.65 -1.38 1.71
N -0.63 0.71 -1.24
N 0.00 -0.02 0.54
C -0.12 -0.07 -2.31
O 0.70 -0.40 1.12
C 1.24 -1.10 -1.12
C -1.25 0.31 0.66
C -0.08 0.07 0.18
C -1.53 0.50 -1.03
C 1.41 0.54 -0.30
C -0.80 0.65 1.75
H 0.44 0.03 -0.12
H -0.98 0.28 0.16
H -1.06 0.06 0.19
H 0.85 -0.84 0.77
H -0.73 0.55 -0.99
H 0.27 0.02 0.18
H -0.20 0.64 0.29
H 0.36 -0.80 0.31
H 0.16 -0.02 0.72
H 0.04 -0.50 -0.88
O -0.36 0.17 0.17
C 1.57 0.07 1.48
O -0.47 0.20 -0.87
C -1.00 -1.13 0.55
C 1.30 -0.62 1.04
C -0.01 0.87 -0.81
C -0.59 -0.20 0.60
C -0.08 0.28 -0.06
C -1.12 1.33 -1.33
N 0.26 -0.09 -0.54
C -0.73 -0.20 0.14
C -0.98 0.40 -2.06
C 0.56 -0.34 1.14
C -0.74 -0.47 0.06
C 0.77 -0.91 1.69
C 0.15 0.35 -0.73
N 0.45 0.02 -0.12
H -0.11 -0.07 -0.76
H -0.46 0.00 -0.07
H -0.14 -0.33 0.07
H 0.12 -0.32 0.23
H 1.35 -0.34 0.06
H 0.09 -0.16 -0.06
H 0.45 0.49 0.41
H -0.32 -0.52 -0.25
H -0.13 0.72 -0.28
H 0.58 0.50 0.29
C 0.45 0.17 -0.50
C 0.15 0.32 -0.17
C 2.06 -0.13 0.72
N -1.71 0.07 -1.39
N -0.56 -0.34 1.61
C 0.10 0.66 0.20
N 0.75 -0.23 0.11
S 0.45 -0.46 -0.22
H 0.32 -0.06 0.06
H -0.59 -0.18 -0.02
H -0.13 -0.42 0.06
H -0.75 -0.10 0.13
H 0.01 0.60 -0.04
H -0.37 0.24 -0.18
H -0.24 0.14 -0.31